Entry 1:
Molecular formula: C29H22N15O2OsS2
Method: DFT, ωB97M-V/def2-TZVPD

Output
molar mass = 867.0 Da
<S²> = 6.052
energy relative to the best compared isomer or geometry (same formula, charge and spin) = 22.5 kcal per mole
calculated total energy = -2976.1397 hartree
spin multiplicity = 5
net charge = +3

```
71
Properties=species:S:1:pos:R:3:forces:R:3
Os -0.696 -1.947 -1.453 0.0 0.2 0.6
C 4.626 -0.430 -0.770 0.6 0.5 0.2
N 3.416 -1.051 -1.253 -1.0 -0.7 0.4
C 2.273 -1.284 -0.608 -0.3 -0.1 -0.1
N 1.353 -1.688 -1.486 0.8 0.4 0.0
C 2.024 -1.698 -2.676 0.2 -0.2 0.1
N 3.257 -1.305 -2.544 0.4 0.1 -1.1
C 4.416 1.072 -0.768 -0.2 0.0 0.3
C 5.192 1.911 -1.568 -0.1 0.1 0.1
C 4.943 3.280 -1.606 -0.1 0.2 0.0
C 3.897 3.822 -0.885 0.2 0.2 -0.1
C 3.102 2.981 -0.090 -0.5 -0.1 0.5
C 3.389 1.612 -0.014 0.3 -0.1 -0.2
C 1.964 3.510 0.605 0.4 -1.2 -0.2
N 1.580 4.765 0.660 0.5 1.4 -0.5
N 0.467 4.829 1.322 -0.6 1.5 0.1
C 0.133 3.614 1.695 -0.6 -1.2 0.4
O 1.061 2.728 1.251 0.1 -0.4 0.1
C -1.045 3.219 2.410 0.7 0.1 -0.4
C -2.013 4.176 2.754 -0.1 0.2 0.1
C -3.153 3.769 3.420 0.0 0.3 -0.1
C -3.347 2.432 3.738 0.2 0.0 -0.1
C -2.388 1.472 3.398 0.4 0.0 -0.2
C -2.619 0.016 3.736 -0.3 0.4 0.6
N -1.902 -0.825 2.814 -0.1 -0.3 -1.1
C -2.058 -0.888 1.492 0.1 -0.2 -0.1
N -1.092 -1.638 0.970 -0.2 0.2 -0.7
C -0.363 -2.019 2.051 -0.2 0.1 0.0
N -0.833 -1.527 3.163 0.8 -0.3 1.1
C -1.237 1.873 2.745 -0.2 -0.4 0.2
H 5.433 -0.709 -1.451 -0.1 -0.1 0.2
H 4.852 -0.803 0.231 0.0 0.0 -0.1
H 2.119 -1.191 0.449 0.0 0.1 0.2
H 1.599 -2.009 -3.612 0.0 -0.1 -0.2
H 5.993 1.499 -2.161 0.1 -0.1 -0.1
H 5.567 3.916 -2.215 0.0 0.1 -0.1
H 3.676 4.878 -0.922 0.0 0.1 0.0
H 2.798 0.999 0.648 -0.1 -0.1 0.0
H -1.849 5.211 2.501 0.0 0.1 0.0
H -3.906 4.494 3.691 0.0 0.1 0.0
H -4.243 2.125 4.257 -0.1 0.0 0.1
H -3.688 -0.219 3.707 0.2 0.0 0.0
H -2.247 -0.211 4.741 -0.1 -0.1 -0.2
H -2.842 -0.403 0.947 -0.2 0.1 -0.1
H 0.490 -2.664 2.011 0.2 -0.2 0.0
H -0.456 1.168 2.502 0.0 -0.2 0.0
N -3.305 -4.335 -1.720 0.1 0.1 0.0
C -3.621 -3.051 -1.743 -0.9 -0.8 -0.1
N -2.739 -2.058 -1.673 0.9 -0.2 0.0
C -3.357 -0.826 -1.716 -1.9 0.5 -0.1
C -4.722 -0.879 -1.809 1.4 0.3 0.2
S -5.282 -2.496 -1.856 0.7 -0.5 0.1
C -2.491 0.335 -1.740 -0.5 1.2 -0.1
C -2.827 1.653 -1.689 0.1 -0.8 0.1
S -1.451 2.655 -1.919 0.4 -0.6 -0.1
C -0.463 1.228 -2.061 0.0 0.5 0.2
N -1.127 0.095 -1.902 -0.1 -0.5 0.2
N 0.865 1.334 -2.274 0.1 0.0 0.0
H -2.339 -4.616 -1.594 0.0 0.0 0.0
H -4.009 -5.057 -1.763 0.0 0.1 0.0
H -5.408 -0.058 -1.867 -0.1 0.2 -0.1
H -3.795 2.091 -1.554 -0.2 0.0 0.0
H 1.206 2.262 -2.482 0.1 -0.1 -0.1
H 1.334 0.596 -2.783 0.0 0.1 0.1
O -0.405 -3.874 -1.251 -2.5 -0.9 0.6
N 0.759 -4.438 -1.130 3.4 0.3 -0.6
C 0.969 -5.597 -0.613 -1.4 0.7 0.0
C -0.079 -6.356 -0.010 -0.1 0.1 -0.2
N -1.009 -6.834 0.451 -0.6 -0.3 0.3
C 2.293 -6.113 -0.584 -0.1 0.3 -0.2
N 3.359 -6.521 -0.542 0.6 -0.2 0.0
```
Forces are in eV/Å.

---

Entry 2:
Molecular formula: C29H23BrN3O4RuS2
Method: DFT, ωB97M-V/def2-TZVPD

Output
molar mass = 722.6 Da
<S²> = 8.768
calculated total energy = -5049.4103 hartree
spin multiplicity = 6

```
63
Properties=species:S:1:pos:R:3:forces:R:3
Ru -0.397 0.155 0.558 0.1 0.2 0.3
C 0.544 -3.120 -0.061 0.0 0.0 0.0
C -0.796 -3.138 0.602 0.0 -0.1 0.0
C -1.372 -4.383 0.951 0.0 0.0 0.0
C -2.587 -4.417 1.560 0.0 0.0 0.0
C -3.273 -3.211 1.820 -0.1 -0.1 0.0
C -4.550 -3.190 2.428 0.0 0.0 0.0
C -5.183 -1.998 2.634 0.0 0.0 0.0
C -4.569 -0.794 2.245 0.0 0.0 0.0
C -3.323 -0.771 1.660 0.0 0.0 0.0
S -2.609 0.759 1.206 -0.1 -0.1 0.0
C -2.648 -2.008 1.440 0.0 0.1 0.0
N -1.411 -1.997 0.853 0.0 -0.1 0.0
H 0.862 -4.131 -0.307 0.0 0.0 0.0
H 1.289 -2.666 0.594 0.0 0.0 0.0
H 0.520 -2.531 -0.978 0.0 0.0 0.0
H -0.828 -5.289 0.728 0.0 0.0 0.0
H -3.043 -5.358 1.843 0.0 0.0 0.0
H -5.008 -4.127 2.717 0.0 0.0 0.0
H -6.160 -1.968 3.096 0.0 0.0 0.0
H -5.084 0.144 2.405 0.0 0.0 0.0
C -1.617 -1.888 -5.424 0.0 0.0 0.0
C -0.592 -1.348 -4.467 0.0 0.1 0.0
C -0.789 -0.132 -3.816 0.0 0.0 0.0
C 0.160 0.372 -2.938 0.0 0.0 0.0
C 1.309 -0.366 -2.690 0.0 0.0 0.0
C 1.534 -1.573 -3.334 0.0 0.0 0.0
C 0.585 -2.051 -4.223 0.0 0.0 0.0
S 2.479 0.210 -1.496 0.1 0.0 -0.1
O 2.644 1.631 -1.655 0.0 0.0 0.0
O 3.659 -0.615 -1.579 -0.1 0.0 0.0
N 1.655 -0.141 -0.142 0.1 0.1 0.1
C 2.267 -0.111 1.100 -0.1 0.0 -0.3
C 3.569 0.291 1.409 0.0 -0.1 0.1
C 3.918 0.337 2.742 0.0 0.0 0.0
C 2.992 0.005 3.732 0.0 0.0 0.0
C 1.728 -0.376 3.336 0.0 0.0 0.0
N 1.384 -0.461 2.051 -0.1 0.0 0.0
H -2.504 -1.257 -5.449 0.0 0.0 0.0
H -1.925 -2.895 -5.140 0.0 0.0 0.0
H -1.213 -1.944 -6.436 0.0 0.0 0.0
H -1.691 0.436 -4.004 0.0 0.0 0.0
H 0.014 1.328 -2.452 0.0 0.0 0.0
H 2.446 -2.120 -3.135 0.0 0.0 0.0
H 0.762 -2.988 -4.737 0.0 0.0 0.0
H 4.261 0.569 0.629 0.0 0.0 0.0
H 4.916 0.652 3.020 0.0 0.0 0.0
H 3.244 0.054 4.781 0.0 0.0 0.0
H 0.958 -0.627 4.054 0.0 0.0 0.0
Br -0.654 4.678 3.137 0.0 0.0 0.0
C 0.424 5.082 1.633 0.0 0.0 0.0
C 0.939 6.366 1.540 0.0 0.0 0.0
C 1.701 6.722 0.439 0.0 0.0 0.0
C 1.937 5.806 -0.576 0.0 0.0 0.0
C 1.403 4.532 -0.487 0.0 0.0 0.0
C 0.650 4.153 0.623 0.0 0.0 0.0
C 0.161 2.745 0.658 -0.1 -0.1 -0.2
O 0.287 2.039 1.690 0.1 0.1 0.0
O -0.334 2.247 -0.399 0.0 0.0 0.0
H 0.736 7.080 2.326 0.0 0.0 0.0
H 2.107 7.723 0.377 0.0 0.0 0.0
H 2.535 6.081 -1.434 0.0 0.0 0.0
H 1.583 3.796 -1.258 0.0 0.0 0.0
```
Forces are in eV/Å.

---

Entry 3:
Molecular formula: C29H23FN6NaO2S2
Method: DFT, ωB97M-V/def2-TZVPD

Output
molar mass = 593.7 Da
energy relative to the best compared isomer or geometry (same formula, charge and spin) = 24.3 kcal per mole
calculated total energy = -2656.5886 hartree
spin multiplicity = 1
net charge = -1

```
64
Properties=species:S:1:pos:R:3:forces:R:3
Na 0.153 0.207 -1.296 0.1 0.1 0.0
C -1.189 3.377 -0.859 0.0 0.5 0.1
N 0.109 2.950 -1.300 0.0 0.1 -0.2
C 1.245 3.291 -0.492 -0.1 0.5 0.3
C 2.391 2.447 -0.919 0.2 0.0 -0.1
N 2.267 1.410 -1.689 -0.7 0.0 0.0
C 3.522 0.883 -1.831 0.9 0.2 0.3
C 3.940 -0.247 -2.521 0.0 0.1 0.0
C 5.287 -0.546 -2.490 0.0 -0.1 -0.1
C 6.197 0.249 -1.788 0.1 0.1 0.1
C 5.795 1.370 -1.083 0.1 0.1 0.1
C 4.445 1.678 -1.113 -0.1 -0.6 -0.5
N 3.688 2.680 -0.550 -0.1 0.2 0.1
C -2.199 2.382 -1.317 -0.2 0.1 0.0
N -1.902 1.250 -1.878 0.5 0.1 0.0
C -3.079 0.562 -1.999 -1.0 0.2 0.2
C -3.308 -0.734 -2.439 0.0 0.1 0.0
C -4.604 -1.204 -2.382 0.0 -0.1 -0.1
C -5.653 -0.407 -1.919 -0.1 0.0 0.1
C -5.445 0.888 -1.478 -0.1 0.1 0.1
C -4.141 1.356 -1.510 0.2 -0.6 -0.3
N -3.543 2.528 -1.107 0.1 0.2 0.1
H -1.468 4.400 -1.187 0.0 -0.2 0.1
H -1.197 3.350 0.236 0.0 0.1 -0.1
H 0.262 3.147 -2.278 0.1 -0.1 -0.1
H 0.997 3.050 0.548 0.0 0.1 0.0
H 1.543 4.361 -0.537 -0.1 -0.2 0.1
H 3.215 -0.865 -3.027 -0.1 -0.1 0.0
H 5.650 -1.425 -3.004 0.0 0.0 0.0
H 7.243 -0.029 -1.780 0.0 0.0 0.0
H 6.499 1.968 -0.522 0.1 0.0 0.0
H 4.012 3.392 0.083 -0.1 -0.1 0.0
H -2.481 -1.346 -2.759 0.1 -0.2 -0.1
H -4.809 -2.222 -2.680 0.0 0.0 0.0
H -6.650 -0.823 -1.878 -0.1 0.0 0.0
H -6.260 1.485 -1.094 0.0 0.0 0.0
H -3.984 3.291 -0.624 0.1 -0.1 0.0
O -0.242 2.554 6.084 -0.2 -0.3 -0.2
S 0.431 1.647 5.182 0.3 0.1 0.6
O 1.856 1.522 5.388 -0.2 -0.1 -0.2
N 0.082 2.002 3.622 0.2 0.0 0.5
C -0.513 0.992 3.043 0.0 0.4 -0.4
S -1.097 1.026 1.481 -0.2 -0.1 -0.9
C -0.728 -0.205 3.878 0.0 -0.6 0.7
C -1.274 -1.424 3.502 0.1 0.2 0.0
C -1.416 -2.404 4.470 0.0 -0.1 0.1
C -1.043 -2.162 5.785 0.1 0.1 0.1
C -0.477 -0.947 6.158 0.0 -0.1 0.3
C -0.319 0.009 5.186 0.1 0.5 -0.7
H -1.571 -1.592 2.477 0.0 0.1 -0.1
H -1.829 -3.368 4.203 0.0 0.0 0.0
H -1.191 -2.928 6.532 0.0 -0.1 0.1
H -0.180 -0.759 7.178 0.1 0.0 0.1
F -0.093 -6.300 -1.778 0.1 0.4 0.0
C 0.109 -4.934 -1.782 0.0 -0.2 0.0
C 0.029 -4.249 -2.973 -0.1 -0.3 -0.1
C 0.219 -2.873 -2.953 0.1 0.4 0.0
C 0.494 -2.116 -1.801 -0.1 0.0 0.0
C 0.578 -2.904 -0.639 0.1 0.2 -0.1
C 0.390 -4.280 -0.603 0.0 -0.4 0.1
H -0.187 -4.784 -3.889 0.0 -0.1 -0.1
H 0.157 -2.362 -3.911 -0.1 0.0 -0.1
H 0.816 -2.416 0.303 -0.1 0.0 0.2
H 0.449 -4.841 0.321 0.0 -0.1 0.1
```
Forces are in eV/Å.